Density functional theory data (ωB97M-V with the def2-TZVPD basis set) for C55H82AsBr2F6N5O6RbSi3Te as an isolated structure in a non-equilibrium geometry.

Calculated values
Energy above the lowest of the compared OMol25 structures with the same formula, charge and spin in eV: 0.000
Multiplicity: 2
⟨S²⟩: 0.754
Lowest unoccupied orbital energy (spin up / spin down) in eV: 3.38 / 3.16
Total charge: -2
Frontier orbital gap (spin up / spin down) in eV: 5.2 / 5.0

Element x y z (Å)
Te1 -3.36 1.85 1.30
Rb1 -1.81 -0.81 -0.86
Br1 -0.17 1.74 -4.71
Br2 2.69 -0.67 0.81
As1 -2.41 -2.74 -3.75
Si1 -5.67 4.10 1.34
Si2 4.80 -1.23 1.41
Si3 -2.00 1.16 4.28
F1 -1.32 -1.40 -3.44
F2 -1.03 -3.76 -4.14
F3 -3.82 -1.78 -3.45
F4 -2.43 -2.25 -5.45
F5 -3.45 -4.09 -4.16
F6 -2.33 -3.24 -2.08
O1 -3.47 1.30 -1.48
O2 1.59 0.89 3.57
O3 0.25 -2.77 0.98
O4 -1.88 2.72 -0.87
O5 3.19 -1.33 -6.75
O6 -3.22 -0.51 1.51
N1 -2.21 -3.00 2.06
N2 1.55 -0.79 -2.44
N3 2.01 -2.29 -4.37
N4 -1.24 -3.88 2.38
N5 0.56 1.87 -2.06
C1 6.02 -2.74 3.57
C2 -3.88 3.96 1.92
C3 -6.82 -1.04 1.31
C4 -0.08 -3.68 1.77
C5 -3.39 -3.24 2.49
C6 -6.78 2.93 2.34
C7 -2.77 2.32 -1.67
C8 -5.57 -0.51 1.09
C9 5.78 0.47 1.37
C10 2.92 3.26 -2.46
C11 -3.80 1.51 4.80
C12 0.96 2.22 -3.26
C13 1.92 -5.06 1.18
C14 -5.81 -2.90 2.42
C15 5.44 -2.45 0.04
C16 -3.64 1.13 -4.28
C17 4.98 -1.99 -1.35
C18 0.91 -4.77 2.09
C19 4.99 1.56 2.09
C20 -4.38 -1.12 1.58
C21 1.50 1.37 2.55
C22 2.12 2.92 -3.54
C23 -1.65 1.90 2.56
C24 4.83 -3.84 0.24
C25 -4.88 5.66 -5.96
C26 5.97 0.97 -0.07
C27 7.16 0.34 2.02
C28 -2.47 5.30 -1.59
C29 3.43 -2.50 -4.64
C30 2.82 -6.09 1.40
C31 0.84 -5.52 3.26
C32 -3.10 4.59 -2.76
C33 -3.14 3.19 -2.87
C34 -4.25 4.80 -4.89
C35 1.80 -1.14 -6.51
C36 1.75 -6.54 3.50
C37 -1.63 -0.67 4.45
C38 -4.20 3.42 -5.03
C39 -6.96 -2.23 2.03
C40 -3.65 2.61 -4.04
C41 3.57 -3.04 3.26
C42 6.97 -2.59 0.04
C43 -3.68 5.37 -3.76
C44 1.73 -1.48 -3.35
C45 -5.89 3.71 -0.50
C46 3.93 -1.37 -5.54
C47 4.43 -0.95 4.23
C48 4.72 -2.02 3.17
C49 2.51 2.91 -1.18
C50 2.73 -6.84 2.57
C51 -6.40 5.85 1.61
C52 -4.53 -2.40 2.18
C53 1.22 -2.21 -5.59
C54 1.32 2.21 -1.03
C55 -0.96 2.06 5.60
H1 7.25 -3.42 -0.62
H2 -6.36 1.92 2.32
H3 5.08 -4.48 -0.61
H4 -7.43 5.88 1.25
H5 -2.83 4.88 -0.65
H6 1.68 -7.13 4.41
H7 -5.45 4.47 -1.14
H8 -3.80 4.07 3.00
H9 5.48 2.53 1.96
H10 3.11 3.17 -0.31
H11 5.01 1.02 -0.59
H12 -4.61 0.69 -4.02
H13 3.97 1.64 1.70
H14 1.64 -0.15 -6.06
H15 3.99 -2.51 -3.71
H16 -4.61 2.96 -5.92
H17 4.92 1.38 3.16
H18 7.45 -1.69 -0.34
H19 -6.40 6.13 2.66
H20 -1.32 2.94 2.59
H21 4.97 -1.51 -5.82
H22 -1.39 5.15 -1.60
H23 -5.83 6.60 1.05
H24 1.32 -1.16 -7.49
H25 -2.00 -1.22 3.59
H26 6.40 1.97 -0.05
H27 3.75 -3.91 2.63
H28 3.54 -3.46 -5.16
H29 1.27 -3.19 -6.08
H30 -2.10 -1.08 5.35
H31 -5.90 5.34 -6.16
H32 5.33 -2.70 -2.10
H33 -7.69 -0.53 0.93
H34 -0.90 1.31 2.05
H35 3.89 -1.95 -1.39
H36 -4.31 5.59 -6.89
H37 2.62 -2.61 2.96
H38 0.05 -5.30 3.97
H39 5.21 -4.32 1.14
H40 0.10 1.81 5.52
H41 7.35 -2.80 1.03
H42 -3.70 6.45 -3.65
H43 -3.23 4.68 1.44
H44 1.96 -4.47 0.27
H45 -5.40 2.76 -0.74
H46 -7.79 2.89 1.93
H47 -5.46 0.38 0.48
H48 -2.69 6.37 -1.62
H49 -3.60 -4.16 3.06
H50 2.38 3.18 -4.55
H51 3.85 3.80 -2.62
H52 -2.90 0.63 -3.67
H53 5.89 -3.17 4.57
H54 -3.43 0.91 -5.33
H55 -3.96 2.56 5.06
H56 4.27 -1.42 5.20
H57 3.82 -0.41 -5.00
H58 3.47 -3.40 4.28
H59 -5.91 -3.87 2.90
H60 -7.94 -2.64 2.24
H61 0.95 1.93 -0.05
H62 5.35 -1.01 -1.63
H63 7.69 1.29 1.96
H64 -1.28 1.75 6.60
H65 5.26 -0.26 4.34
H66 -4.07 0.91 5.66
H67 -6.86 3.24 3.39
H68 6.25 -3.55 2.88
H69 -0.56 -0.86 4.53
H70 3.53 -0.39 3.99
H71 0.18 -1.98 -5.35
H72 3.42 -7.66 2.75
H73 -1.05 3.15 5.55
H74 6.65 0.33 -0.64
H75 -4.48 1.27 3.98
H76 -6.94 3.62 -0.76
H77 7.07 0.07 3.08
H78 -4.89 6.71 -5.65
H79 3.58 -6.33 0.66
H80 6.87 -2.07 3.60
H81 3.74 -3.78 0.31
H82 7.76 -0.42 1.53